[1]
Entry from the OMol25 dataset: one molecule with the formula C4H8N2O (ωB97M-V/def2-TZVPD).

```
15
Properties=species:S:1:pos:R:3:forces:R:3
O 1.36574 1.79970 0.05141 -0.1627 -0.2950 -0.0881
N -0.65848 1.90618 1.00810 -0.1220 -0.1708 0.1358
N -0.02626 -1.14239 0.91834 -0.1164 -0.1204 -0.0306
C 0.76458 -0.50286 -1.45863 0.0165 -0.0953 0.0117
C 0.30688 1.25365 0.30600 0.4005 0.3092 -0.0396
C 0.02623 -0.16242 -0.18081 0.0702 0.1821 -0.1108
C -1.23227 -0.87933 0.13303 -0.2727 -0.1273 -0.0805
H -0.37073 2.74616 1.49393 -0.0618 -0.2260 -0.1571
H -2.08840 -0.44484 0.65190 0.3166 0.0285 -0.0693
H 0.58710 -1.55273 -1.71425 0.0354 0.1013 0.0211
H 1.83926 -0.33608 -1.34492 -0.1835 -0.0138 0.0451
H 0.42169 0.11134 -2.29995 0.0146 -0.0626 0.2284
H -1.43863 1.39435 1.37686 -0.0301 0.0448 0.0740
H 0.35283 -2.04199 0.62325 0.1844 0.3029 0.0655
H -1.51190 -1.64840 -0.58180 -0.0892 0.1424 -0.0054
```
Positions in Å, forces in eV/Å.

For the energy relative to the best compared isomer or geometry (same formula, charge and spin), the calculation gives 136.2 kJ/mol.

Atom charges from the Mulliken analysis, given in e for atoms 1 to 2: number 1, O, carries -0.5990; number 2, N, carries -0.3780


[2]
Entry from the OMol25 dataset: one molecule with the formula C4H8O2 (ωB97M-V/def2-TZVPD).

```
14
Properties=species:S:1:pos:R:3:forces:R:3
O -2.64111 0.08723 -0.58187 -0.1983 0.0240 0.2453
O 0.17094 -0.00996 1.55916 -0.0382 0.0858 0.2203
C 1.84745 0.26013 -0.27647 -0.0025 0.0699 -0.0166
C -0.52771 -0.55465 0.44347 -0.1442 -0.1101 -0.1946
C -1.27333 0.41702 -0.45807 0.3713 0.0644 -0.0569
C 0.93327 -0.62494 0.52737 0.1949 -0.0983 -0.1519
H 2.25140 -0.28835 -1.13461 -0.0768 0.0622 0.1216
H 2.68880 0.58738 0.34269 -0.0917 -0.0432 -0.0862
H 1.32919 1.14939 -0.64642 0.0693 -0.1161 0.0739
H -1.13445 1.43754 -0.07230 0.0023 -0.1647 -0.0567
H -0.87008 0.38610 -1.47523 -0.0344 -0.0268 0.1124
H -3.04984 0.19866 0.28531 -0.0332 -0.0262 -0.1538
H -1.09308 -1.46347 0.66311 0.0507 0.1398 -0.0256
H 1.36856 -1.58207 0.82386 -0.0692 0.1393 -0.0312
```
Positions in Å, forces in eV/Å.

For the energy relative to the best compared isomer or geometry (same formula, charge and spin), the calculation gives 195.7 kJ/mol.

Atom charges from the Mulliken analysis, given in e for atoms 1 to 2: number 1, O, carries -0.5362; number 2, O, carries -0.4682


[3]
Entry from the OMol25 dataset: a 12-piece molecular cluster, C41H113F3N10O12 overall at a distorted geometry (ωB97M-V/def2-TZVPD).

```
179
Properties=species:S:1:pos:R:3:forces:R:3
F -0.74896 0.37567 -1.42932 0.2262 -0.4598 -0.3151
F 1.15740 0.90806 -0.61456 0.1841 -0.4242 -0.1064
F 1.07229 -0.21567 -2.46105 -0.0045 -0.3080 0.0661
O 0.27795 -2.59022 -0.99590 0.2672 0.7761 -0.7791
O 4.16284 -4.54316 -0.22090 -0.3360 -0.1265 0.3716
O -0.24367 -4.79789 1.05732 0.2951 -0.6764 0.2200
O -0.41177 -1.28737 0.66335 -0.6567 0.6770 0.3351
O -1.28378 4.33876 6.76998 0.4142 -0.4547 -0.1832
O -5.57628 0.41757 -0.09174 -0.0836 0.3110 0.2430
O -7.06795 -4.68574 1.33785 -0.4736 -0.2981 -0.1621
O 0.34020 0.20844 -6.54629 0.1012 -0.1755 -0.1044
O 5.61275 -1.20289 2.44676 -0.1516 0.3293 0.4298
O 7.99581 0.97607 -2.32568 0.7850 -0.2458 -0.4323
O -1.80396 4.87454 2.49446 -0.1853 -0.6076 0.0812
O 0.04989 4.63602 -3.68729 0.2865 -0.1571 -0.2445
N -4.39733 3.15240 0.43701 -0.1050 0.0833 0.7993
N -5.99177 -3.62598 4.75147 1.0414 -0.1213 0.4619
N 4.99270 2.20160 1.18636 0.3297 0.7115 0.0007
N 3.72180 -4.08482 -3.88197 -0.2581 0.3107 0.7280
N 0.06062 -2.54649 -5.92939 0.3474 0.7933 -2.3709
N 3.33763 5.13824 -2.20189 0.8105 0.3618 0.5657
N -2.95956 -2.10807 -0.58007 -0.2344 -0.0109 0.0718
N -3.98666 1.83153 7.37656 -0.6453 -0.0377 0.8189
N 0.92806 -3.65826 -3.48502 0.2598 -0.2718 0.3407
N 4.63148 2.46923 -1.81317 1.2202 -0.5034 -0.0757
C -4.52804 -3.66102 2.75625 -0.6091 -0.8004 -0.3590
C 3.31815 -5.05105 0.80747 -0.9404 0.3216 0.1298
C 5.42657 1.22069 2.17219 0.0559 -0.9021 0.5033
C -1.45998 -0.34716 2.57739 -0.2516 0.4990 -0.7716
C -3.15559 3.20914 1.20647 0.8348 0.9597 0.2512
C -2.24506 1.60024 5.70442 -0.3626 0.6430 0.3198
C -2.60795 2.17120 7.07719 0.0170 1.0486 -0.7070
C -2.14415 -2.20540 -5.09293 -1.4899 1.1016 -0.1458
C 4.85565 -0.17001 1.86298 -0.6866 0.2137 -0.8130
C -0.68321 -0.23417 -5.68017 -0.3210 -0.4534 -0.3157
C -0.22877 4.00233 7.63011 0.8650 -0.4934 0.5445
C -3.80876 -0.51246 -2.20525 -0.1893 0.8630 -0.0902
C -0.19122 -0.42573 1.78059 1.3077 -0.7875 -0.1088
C -6.83983 0.46591 0.52323 -0.3670 0.3113 -0.0105
C 0.50173 -0.11074 -1.24166 -0.6782 0.6218 0.2551
C -1.61175 -4.73142 1.39995 -0.1182 0.4012 -0.6579
C 1.14479 4.33080 -2.84752 -0.4245 0.9433 0.4461
C 5.59778 1.48883 -2.37976 -1.3407 -0.0100 -0.1372
C -1.11791 -1.63441 -6.08504 -0.3190 -1.3024 1.6708
C 4.32475 -3.92403 -2.53227 0.9025 -0.3639 0.0625
C 5.28623 1.27589 -3.85438 0.7587 0.3406 -0.5430
C 0.53685 -1.42074 -0.38446 0.1673 -1.0019 0.3528
C 5.07453 -2.47977 2.22907 0.1959 -0.9765 -0.4754
C -1.56872 4.15854 3.69006 -0.7226 0.6296 0.1061
C -1.03066 3.77453 -3.52267 -1.3149 0.0543 0.1331
C -2.51377 3.71369 7.08321 -0.3347 0.7430 -0.1371
C 2.24683 5.35016 -3.13745 0.5044 -1.4075 -0.3934
C 5.11311 1.64681 3.61700 0.7251 -0.4902 -0.1250
C -3.62145 -0.81915 -0.74033 -0.2758 0.2742 1.0865
C -5.96263 -3.62580 3.28698 -0.6109 0.1582 -0.2634
C 7.98545 -0.26258 -1.65838 -0.2295 -0.2655 -0.0315
C -3.05868 4.58161 1.88102 0.4445 0.8339 -0.5216
C 7.00895 1.93076 -2.01549 -0.0637 -0.6442 0.1658
C 0.93720 1.42446 -6.08569 -0.7253 -0.5961 -0.3627
C 4.62533 -2.44721 -2.28954 -0.6599 -0.7982 -0.4665
C 2.72319 5.21724 -4.57888 0.0051 0.3089 -0.4616
C -1.97797 3.02186 0.26736 -0.1833 -1.0986 -0.3144
C -4.93264 -0.82800 0.08121 0.1857 -0.2108 -1.5811
C 3.44963 -4.52260 -1.42404 0.3017 -0.1588 -1.4728
C -6.92769 -4.71387 2.73545 0.4609 1.0296 0.2918
C -7.86373 -3.62107 0.85105 0.8077 0.6848 -0.2817
H 4.22325 1.13837 -4.05715 -0.0770 -0.2109 0.3150
H 7.32746 2.82829 -2.54536 -0.2900 0.0992 0.0123
H 5.83912 0.43608 -4.28095 -0.0531 -0.1021 0.1337
H -7.23589 1.48123 0.47644 0.2915 0.1213 -0.1311
H 1.88566 5.22925 -5.27880 0.0358 0.1721 -0.0314
H 7.75160 -0.19256 -0.59150 -0.2125 0.2066 0.0307
H -1.84056 -2.13437 -4.04701 0.4785 -0.4980 -0.1099
H -2.99365 1.95771 4.99106 -0.1339 -0.0946 0.0136
H -6.58979 -5.70437 3.04332 0.1554 -0.0613 -0.1966
H -1.71932 3.08594 3.57151 0.4167 -0.0321 -0.1433
H 5.36033 0.54815 -1.86237 0.5518 -0.2573 -0.0890
H 0.61100 -0.86370 2.39078 0.0315 -0.1500 0.0985
H -4.54454 2.20961 0.08037 0.0655 0.0711 0.0074
H 5.38894 0.86746 4.33094 -0.1004 -0.1748 -0.1355
H 4.91445 -2.33028 -1.24775 0.1167 0.3500 -0.1049
H -4.35409 0.42190 -2.36475 -0.1885 -0.0747 0.2625
H -5.11250 3.26894 1.15348 -0.3989 0.0449 -0.4143
H 8.96541 -0.73542 -1.72397 0.1870 0.3682 -0.1565
H -1.65250 3.84132 -4.41944 0.2268 -0.2357 -0.1270
H 5.71761 2.91518 1.19382 -0.0182 0.0355 -0.3074
H 3.38727 6.06033 -4.78796 -0.0672 0.0162 -0.2089
H -2.00123 -5.67121 1.79343 0.5239 -0.1171 0.2508
H -0.77889 2.73325 -3.29792 0.3605 -0.0523 -0.2719
H 3.30905 4.31690 -4.78084 -0.1018 -0.1759 0.3398
H 5.08543 -2.82899 1.18893 0.0161 0.6543 -0.2853
H -2.28581 4.49854 4.44552 -0.0541 -0.0872 0.0560
H -0.98537 3.05987 0.71385 -0.1272 0.2377 0.2345
H 3.69607 -1.91891 -2.52325 0.0783 0.3546 0.3226
H 2.50998 -3.96028 -1.40812 -0.0700 0.1314 0.6500
H 5.26548 -4.48473 -2.56868 0.0960 0.0691 0.4976
H -3.15994 2.52842 2.07000 0.2303 -0.6125 -0.3942
H -4.32569 2.43781 8.12062 0.1392 -0.3179 0.3071
H 2.44014 -4.40999 0.93138 0.0011 0.1864 -0.0544
H -2.54639 -3.17808 -5.37911 0.7088 -0.3378 0.1492
H 5.38570 -2.11641 -2.99757 0.1668 0.1901 0.2538
H 1.44476 3.28687 -3.00447 0.3328 0.0244 -0.0985
H -0.07988 2.92780 7.78375 -0.5115 -0.1270 -0.0253
H 6.49957 1.09643 2.00118 0.1027 0.1332 0.3425
H 7.30054 -0.96633 -2.13934 -0.2619 0.0290 0.1475
H -1.77063 -3.92975 2.12595 -0.2419 -0.0276 0.0335
H 4.25267 -3.45942 -4.47700 -0.1678 -0.1849 -0.3560
H -4.35561 -1.29760 -2.72796 0.2557 -0.1788 -0.0396
H 4.17785 5.57265 -2.57560 -0.1549 0.3803 0.1348
H 4.18250 2.74186 1.48056 -0.2644 -0.4288 0.1122
H 5.71968 -3.21920 2.70509 -0.0577 0.2395 0.4727
H -6.81010 0.19647 1.58366 0.1271 -0.2305 0.0112
H 3.71140 2.11769 -2.04766 -0.2266 -0.0590 0.2315
H -3.99771 -2.77874 3.11258 0.2658 -0.2030 0.1302
H 0.21424 0.55027 1.49993 -0.4962 0.1546 -0.1881
H -0.59104 4.42987 4.08178 0.1258 -0.2522 -0.2405
H 1.67956 1.75401 -6.80902 0.0290 -0.1777 -0.0045
H -3.90992 4.70121 2.56397 0.1177 0.1009 0.3122
H -1.71825 4.07412 -2.71820 0.3318 0.1971 0.1766
H 0.63045 -4.62872 -3.42837 -0.5718 0.1550 -0.3703
H 5.57468 2.14185 -4.45837 0.0620 0.1315 0.1722
H 3.79352 -5.09115 1.78427 0.5523 -0.0325 -0.2768
H 4.78951 2.30627 -0.81578 -0.7830 0.4672 0.1305
H -2.07153 -2.11640 -1.07670 -0.0076 0.0208 -0.0254
H 0.82828 4.43645 -1.80248 0.1098 -0.1149 0.1040
H -6.56989 -4.31301 5.21869 -0.3019 -0.1016 -0.4693
H 1.97023 -3.74523 -3.57096 -0.0990 0.4932 -0.1676
H -2.20893 -4.55517 0.50017 -0.1326 0.2990 0.0989
H -6.33570 -2.63171 3.01423 -0.3453 -0.1622 -0.3768
H 0.70453 -2.08135 -6.58390 0.6807 0.0984 0.7841
H -8.71724 -3.33945 1.47205 -0.1148 -0.4606 0.1771
H -4.05433 -4.61105 3.01849 0.2544 0.2101 0.4726
H 3.84361 -5.03580 -4.20933 0.1216 0.0385 -0.0993
H 0.54023 -3.09799 -4.27896 0.0364 -0.6271 -0.3684
H 4.04014 -2.62201 2.55662 0.0007 0.3494 0.3533
H -2.20830 0.08819 1.90736 -0.1933 0.1106 0.2505
H 5.72272 2.50412 3.90558 -0.2972 0.2642 -0.1080
H -2.28056 0.51341 5.69479 0.3236 -0.0045 0.0347
H -7.25050 -2.71965 0.76140 0.0370 0.1379 0.1105
H -0.12228 -3.33930 -6.54966 -0.3630 -0.4251 0.6283
H 4.04600 1.84051 3.73133 0.0161 0.1871 -0.0219
H 3.20983 -5.55060 -1.73370 -0.1512 -0.1273 0.1151
H -0.03798 -4.09269 0.42676 -0.1719 0.3825 -0.1912
H -0.29799 4.46120 8.62136 -0.3221 0.1014 0.0193
H -2.90198 4.14988 8.01528 0.2269 -0.4552 0.4286
H -2.83078 -0.29130 -2.63814 0.0199 -0.5223 -0.2058
H -5.55912 -1.59625 -0.38866 -0.1201 -0.3133 0.5213
H 1.39845 1.21491 -5.11893 -0.0236 0.4860 0.1647
H -7.57429 -0.15426 0.00044 0.1000 -0.2949 0.0427
H -4.74030 -1.00398 1.14415 -0.0218 -0.2743 0.0008
H -8.18070 -3.83435 -0.16799 -0.1485 -0.3840 0.1108
H 2.89034 -6.02613 0.55999 0.3538 -0.2028 -0.0960
H -3.22849 4.11987 6.36026 0.1207 -0.2563 -0.3147
H -1.51761 -1.72226 -7.09643 0.0601 0.4842 -0.0817
H -3.06599 0.00709 -0.27325 0.3782 0.0381 -0.2523
H 0.63377 -3.20405 -2.59878 0.1084 0.4853 1.0192
H -1.30045 0.31940 3.42263 -0.1996 -0.1352 0.1674
H -1.57226 0.40201 -5.70168 0.0430 0.3474 -0.1317
H -3.08560 -1.64100 -5.05527 0.1953 0.4312 -0.3487
H -2.66958 -2.21247 0.38666 -0.0034 -0.0430 0.0177
H -3.10061 5.38557 1.14439 -0.4641 -0.2108 -0.2690
H 4.82060 -0.33653 0.77796 0.2071 0.2366 -0.1385
H 3.68986 4.18519 -2.07374 -0.6650 0.0610 -0.3342
H -2.06838 2.02642 -0.18135 0.0967 0.0239 -0.0351
H -4.63362 2.06191 6.62879 0.4206 -0.1640 -0.4399
H -1.31587 2.04366 5.34969 0.2811 -0.4893 0.1508
H -7.90195 -4.53620 3.20580 -0.0935 -0.0603 0.0863
H 0.12430 2.15421 -6.06212 0.3347 0.3817 0.4968
H -1.82917 -1.32795 2.87416 0.2099 -0.0274 0.2068
H -1.93705 1.80904 7.85757 -0.2220 -0.3995 0.0105
H 7.04099 2.11250 -0.93370 -0.1231 0.2141 0.0430
H 0.74963 4.28215 7.23540 -0.3357 0.5497 -0.4551
H 1.87945 6.37037 -3.01338 -0.3311 -0.1321 0.1708
H 3.79508 -0.18187 2.15518 -0.0177 -0.2793 0.3749
H -0.34205 -0.27274 -4.64030 0.1636 0.0190 0.0718
H -5.04673 -3.83659 5.05534 -0.0911 0.1177 0.2980
H 1.53679 -1.37649 0.07500 0.4310 0.0043 0.1141
H -4.48536 -3.68111 1.66475 -0.2826 0.3511 -0.0454
H -2.04364 3.71938 -0.56840 0.0049 0.2173 0.2176
```
Positions in Å, forces in eV/Å.

Atom charges from the Mulliken analysis, given in e for atoms 1 to 2: number 1, F, carries 0.0220; number 2, F, carries -0.2919


[4]
Entry from the OMol25 dataset: a 3-piece molecular cluster, C5H17NO2 overall at a distorted geometry (ωB97M-V/def2-TZVPD).

```
25
Properties=species:S:1:pos:R:3:forces:R:3
O -0.12950 0.88889 2.75048 0.4764 -1.6489 0.7294
O -0.24556 3.29717 1.60992 -1.6234 1.3709 0.2960
N 0.61774 -0.37400 -0.92736 1.6955 -1.2365 1.8503
C -0.15261 0.76959 -1.26715 -1.6267 -1.4542 1.9157
C 1.83566 -0.30308 -0.07621 2.1669 1.1036 -3.3403
C -0.66502 -1.84616 -2.25967 1.0843 -0.1521 2.7856
C -1.12583 -1.83112 0.31811 -0.6297 -0.5400 -5.4510
C -0.04045 -1.63693 -0.83738 -2.0152 0.1254 -0.4772
H -1.15218 0.60248 -1.65137 -0.1219 -0.7860 0.1942
H -0.64261 3.84917 0.90658 0.7079 -0.6678 0.4033
H 0.13417 -1.81468 -2.94211 0.8043 -0.0515 -1.0984
H 2.80824 -0.28117 -0.85505 -2.0595 -0.2014 1.7290
H -0.74753 -1.97831 1.23861 1.2873 0.2583 3.2531
H -0.32171 1.52745 -0.55228 -0.1109 0.6083 2.0723
H -1.40529 -1.14224 -2.47949 -1.0682 1.0549 -0.3943
H 0.65356 -2.45683 -0.67945 0.5637 0.1838 -0.1932
H -1.88458 -1.06909 0.15780 -0.1064 0.0933 0.6838
H 0.24352 1.31934 -1.98367 2.4633 2.2787 -3.8630
H -1.55999 -2.80405 0.01210 -0.2427 0.3945 0.3710
H 1.90312 0.79905 0.25567 0.0202 -2.0446 0.9358
H 0.49225 2.80963 1.29726 1.0615 -0.2657 -1.0555
H 0.58678 1.40725 3.08742 0.7998 0.1452 0.7622
H -1.09865 -2.77739 -2.16719 -1.0921 -2.2184 -0.6503
H -0.51846 1.51789 2.18559 -1.4330 1.0511 -1.1127
H 2.07522 -1.29279 0.51178 -1.0014 2.5992 -0.3457
```
Positions in Å, forces in eV/Å.

For the energy relative to the best compared isomer or geometry (same formula, charge and spin), the calculation gives 316.3 kJ/mol.

Atom charges from the Mulliken analysis, given in e for atoms 1 to 2: number 1, O, carries -0.6171; number 2, O, carries -0.7131


[5]
Entry from the OMol25 dataset: one molecule with the formula C4H5NO2 (ωB97M-V/def2-TZVPD).

```
12
Properties=species:S:1:pos:R:3:forces:R:3
O -0.42885 1.40229 1.49007 -0.3947 0.0651 -0.2169
O -0.58392 0.02973 -2.46724 -0.2159 0.2283 -0.0221
N -1.23046 -0.08853 -0.08066 0.2921 -0.3089 0.4097
C -0.33696 -0.05639 -1.16676 0.4712 -0.0823 0.0661
C 0.53060 -0.30657 -0.27810 -0.2368 -0.0315 -0.1008
C 1.61867 -0.72100 0.60535 -0.0692 -0.0118 0.0606
C -1.35292 0.92370 0.86840 0.3254 0.1759 0.2074
H -2.40171 1.16214 1.12432 0.1297 -0.0716 -0.2058
H 1.79364 0.02935 1.37966 -0.0576 -0.1184 -0.0755
H -1.53815 0.14822 -2.56345 -0.0279 0.0221 -0.1012
H 2.53794 -0.83783 0.01725 -0.2363 0.0315 0.0044
H 1.39213 -1.68510 1.07115 0.0202 0.1016 -0.0259
```
Positions in Å, forces in eV/Å.

For the energy relative to the best compared isomer or geometry (same formula, charge and spin), the calculation gives 379.3 kJ/mol.

Atom charges from the Mulliken analysis, given in e for atoms 1 to 2: number 1, O, carries -0.4997; number 2, O, carries -0.4822


So what do the calculations give for LUMO? Going down the list: 0.033; 0.036; 0.004; 0.017; 0.023 Ha.
So what do the calculations give for highest occupied orbital energy? Going down the list: -9.6; -10.3; -8.4; -7.6; -8.7 eV.
So what do the calculations give for E_tot? Going down the list: -341.9518; -307.6379; -3379.7489; -405.8220; -360.5249 a.u..